# 1
ORCA calculation (ωB97M-V/def2-TZVPD) on a cluster of 2 separate species, C5H14N2O in total.

```
22
Properties=species:S:1:pos:R:3:forces:R:3
C 0.8125 1.5273 -1.9598 -0.06 0.45 0.44
C -0.2337 2.5212 -1.4122 -0.25 -0.47 -1.39
C -1.5845 2.3688 0.5216 0.92 -1.52 -1.24
N -1.1860 1.8015 -0.5689 -1.22 1.64 1.33
H 1.3542 1.1565 -1.0725 0.16 -0.09 -0.77
H 0.3430 0.7000 -2.4869 -0.22 -0.14 0.38
H 1.4635 1.9759 -2.7179 0.14 0.24 0.51
H 0.2337 3.4030 -0.9359 -0.20 -0.31 0.02
H -0.8583 2.8698 -2.2898 0.62 -0.11 0.96
H -2.4380 1.9261 1.0729 0.72 0.26 -0.19
H -0.9780 3.1667 0.9531 -0.54 0.50 0.02
H -0.7723 0.0266 -0.2806 -0.11 -0.62 0.18
C -0.4376 -1.8748 0.5358 0.07 0.66 -1.81
O -0.3762 -0.8396 -0.4965 0.18 -1.00 0.87
C 0.9132 -2.1643 1.0993 0.90 -0.93 0.32
N 0.8748 -3.4067 1.9177 -0.25 0.59 -0.65
H -1.1506 -1.6635 1.3100 -0.52 0.32 0.41
H -0.7291 -2.7828 0.0189 -0.43 -0.15 -0.04
H 1.5863 -2.3866 0.2639 -0.05 0.27 0.05
H 1.2972 -1.2891 1.6154 0.15 0.22 0.28
H 1.7698 -3.6286 2.3439 -0.49 0.19 0.11
H 0.0961 -3.4075 2.5682 0.49 0.01 0.19
```
Forces are in eV/Å.

The net charge is 0. For the electronic energy, the calculation gives -10438.140 eV. Its relative energy (zero: lowest compared OMol25 entry of this formula, charge and spin) is 278.7 kJ/mol. For the HOMO-LUMO gap, the calculation gives 9.91 eV.

Mulliken atomic charge list, values in e, 6 entries:
1. C -1.020
2. C -0.320
3. C -0.337
4. N -0.407
5. H 0.266
6. H 0.236



# 2
ORCA calculation (ωB97M-V/def2-TZVPD) on a cluster of 3 separate species, C5H14N2O in total.

```
22
Properties=species:S:1:pos:R:3:forces:R:3
C -0.7406 -0.5479 0.0604 -0.91 0.20 0.04
C 0.2756 0.4500 -0.0739 1.15 -2.04 0.67
C 0.8865 0.7777 -1.4107 -0.08 -0.03 0.01
C 0.6122 1.3897 1.0594 -0.21 -0.14 -0.06
C 1.3323 -1.2113 0.5590 -0.05 1.13 -0.42
N -1.0670 -1.4253 -0.9411 0.45 0.12 0.55
N -1.5004 -0.5876 1.2011 0.81 0.22 -0.55
O -1.5964 1.5538 -0.3935 -0.47 0.14 -0.26
H -2.0569 1.2940 -1.2018 -0.06 0.19 0.13
H -0.3276 -1.7535 -1.5400 -0.03 0.15 -0.09
H -1.7521 -2.1280 -0.7122 0.01 0.09 -0.02
H -2.0521 -1.4197 1.3478 -0.26 0.41 -0.03
H -1.8875 0.3544 1.3195 -0.25 -0.41 0.10
H 0.7124 1.8372 -1.5940 0.01 -0.03 0.04
H 0.4293 0.2349 -2.2382 -0.02 -0.03 0.08
H 1.9625 0.5830 -1.4137 -0.06 0.02 0.05
H 0.3784 0.9556 2.0306 -0.01 -0.04 -0.04
H 0.0244 2.2967 0.9270 0.08 -0.01 -0.04
H 1.6805 1.6178 1.0384 -0.08 0.02 -0.06
H 2.2109 -0.6492 0.8626 0.12 -0.11 -0.05
H 1.5376 -1.8559 -0.2930 0.06 0.03 0.00
H 0.9380 -1.7665 1.4062 -0.19 0.10 -0.06
```
Forces are in eV/Å.

The net charge is 0. For the electronic energy, the calculation gives -10436.398 eV. Its relative energy (zero: lowest compared OMol25 entry of this formula, charge and spin) is 446.7 kJ/mol. For the HOMO-LUMO gap (spin up / spin down), the calculation gives 7.78 / 7.78 eV.

Mulliken atomic charge list, values in e, 6 entries:
1. C -0.170
2. C 1.500
3. C -1.565
4. C -1.584
5. C -1.321
6. N -0.338